ORCA calculation (ωB97M-V/def2-TZVPD) on a single C5H6N2O5S2 molecule in a non-equilibrium geometry.

```
20
Properties=species:S:1:pos:R:3:nbo_charge:R:1
H 4.410 1.427 -0.581 0.350
N 3.740 1.352 -1.309 -0.587
C 2.734 0.638 -0.979 0.371
C 1.521 0.510 -1.876 -0.131
C 0.602 -0.313 -1.435 -0.356
C -0.821 -0.765 -1.465 0.310
O -1.228 -1.857 -1.675 -0.433
S -2.063 0.210 -0.532 2.064
C -2.655 -1.110 0.535 -0.914
O -1.333 1.152 0.326 -0.922
O -3.131 0.698 -1.370 -0.894
S 1.276 -1.236 0.013 2.191
O 1.977 -2.444 -0.337 -0.859
O 0.360 -1.179 1.151 -0.894
N 2.641 -0.067 0.207 -0.827
H 1.582 1.193 -2.822 0.282
H -3.063 -0.615 1.455 0.267
H -3.444 -1.845 0.119 0.268
H -1.809 -1.744 0.941 0.281
H 2.549 0.321 1.140 0.431
```

HOMO-LUMO gap in Ha: 0.34141
SMILES string: [H]/N=C1/C=C(C(=O)S(C)(=O)=O)S(=O)(=O)N1
Lowest unoccupied orbital energy in hartree: -0.0507

---

ORCA calculation (ωB97M-V/def2-TZVPD) on a single C5H6N2S molecule in a non-equilibrium geometry.

```
14
Properties=species:S:1:pos:R:3:nbo_charge:R:1
S 1.451 1.288 2.728 0.139
C 0.612 0.019 2.368 -0.340
C 0.307 -0.323 0.901 0.171
N -0.426 -1.313 0.540 -0.204
N -0.612 -1.291 -0.969 -0.241
C -1.363 -0.062 -1.260 -0.285
C 0.049 -0.125 -1.415 -0.109
C 0.868 0.460 -0.289 -0.479
H -0.006 -0.507 3.118 0.225
H -1.922 0.535 -0.541 0.220
H -1.883 -0.341 -2.197 0.216
H 0.412 -0.134 -2.519 0.221
H 0.617 1.477 -0.135 0.232
H 1.898 0.317 -0.329 0.235
```

HOMO-LUMO gap in Ha: 0.30144
SMILES string: S=CC1=NN2C[C@H]2C1
Lowest unoccupied orbital energy in hartree: -0.0361

---

ORCA calculation (ωB97M-V/def2-TZVPD) on a single C5H6N2S molecule in a non-equilibrium geometry.

```
14
Properties=species:S:1:pos:R:3:nbo_charge:R:1
C 1.777 1.668 -0.257 -0.405
C 0.557 1.388 -0.007 -0.197
C 0.044 -0.039 -0.027 -0.337
S 1.473 -1.247 0.130 -0.040
C -0.985 -0.204 -1.112 0.053
N -2.228 -0.060 -0.740 -0.218
N -2.073 0.048 0.777 -0.280
C -0.889 0.060 1.120 0.062
H 2.174 2.817 -0.074 0.230
H 2.489 0.837 -0.571 0.233
H -0.388 2.099 0.533 0.250
H 0.744 -2.586 -0.559 0.184
H -0.991 -0.415 -2.187 0.232
H -0.502 0.042 2.215 0.236
```

HOMO-LUMO gap in Ha: 0.35436
SMILES string: C=CC1(S)C=NN=C1
Lowest unoccupied orbital energy in hartree: -0.0032